16
Properties=species:S:1:pos:R:3:lowdin_charge:R:1 method="wB97M-V/def2-TZVPD" orbital_gap_ev="4.491 / 4.494" e_above_lowest_kcal_mol=2.4 total_charge=0 molar_mass_g_mol=233.07
C -0.72 -2.02 -0.57 -0.078
C -0.02 -2.22 0.63 -0.097
C -0.47 -0.94 -1.41 -0.128
C 0.91 -1.24 1.00 -0.141
C 0.54 -0.02 -1.11 -0.894
C 1.04 -0.15 0.15 -0.618
C -0.92 2.89 0.66 -0.397
P 0.56 3.45 1.25 0.814
S 0.74 1.32 -2.12 0.456
Br 2.21 1.33 0.72 0.722
H -1.56 -2.63 -0.71 0.087
H -0.19 -3.02 1.38 0.107
H -0.93 -0.96 -2.33 0.069
H 1.58 -1.37 1.88 0.110
H -1.62 3.63 0.52 -0.048
H -1.16 1.94 0.06 0.038